[1]
DFT (wB97M-V/def2-TZVPD) results for a structure of composition C24H44BNP2Ti in a non-equilibrium geometry.

Last column: Löwdin spin population.
Element x y z (Å)
Ti1 -0.661 -1.812 0.127  0.0120
C1 1.505 -0.076 -0.738  0.0007
C2 0.400 -0.562 -1.550  0.0020
C3 -0.354 1.187 -0.215  0.0025
C4 1.004 0.944 0.103  0.0007
C5 -0.751 0.298 -1.262  -0.0003
C6 2.959 -0.310 -0.944  0.0006
H1 3.157 -0.939 -1.812  0.0002
H2 3.418 -0.748 -0.044  0.0003
H3 3.449 0.656 -1.128  0.0001
C7 1.796 1.726 1.083  0.0001
H4 2.805 1.312 1.188  0.0000
H5 1.326 1.736 2.074  0.0000
H6 1.913 2.776 0.780  0.0000
C8 -1.167 2.284 0.354  0.0004
H7 -0.668 3.257 0.253  0.0001
H8 -1.358 2.135 1.424  0.0001
H9 -2.129 2.359 -0.160  0.0000
C9 -1.880 0.571 -2.188  -0.0001
H10 -1.728 1.551 -2.667  0.0000
H11 -2.836 0.625 -1.655  0.0000
H12 -1.940 -0.169 -2.987  0.0000
C10 0.526 -1.346 -2.809  0.0003
H13 0.493 -0.694 -3.698  0.0001
H14 -0.292 -2.069 -2.945  0.0001
H15 1.470 -1.900 -2.877  0.0001
C11 0.188 -4.614 1.853  0.0786
C12 0.976 -5.429 0.958  0.5778
C13 0.416 -6.353 0.009  0.1016
C14 -0.859 -5.871 -0.741  0.0158
C15 -1.169 -4.337 -0.715  0.0030
C16 -2.510 -4.133 -0.085  0.0001
C17 -2.541 -4.675 1.366  0.0001
C18 -1.270 -5.094 2.107  0.0074
H16 0.235 -7.337 0.493  0.0426
H17 -1.723 -6.445 -0.374  0.0004
H18 1.207 -6.602 -0.722  0.0078
H19 -1.248 -6.182 1.977  0.0004
H20 0.676 -4.525 2.837  0.0125
H21 2.029 -5.508 1.180  0.0228
H22 -1.456 -4.875 3.171  0.0013
H23 -3.147 -4.031 2.010  0.0001
H24 -3.352 -4.647 -0.640  -0.0001
H25 -3.131 -5.597 1.267  0.0000
H26 -0.721 -6.211 -1.787  0.0015
H27 -1.173 -4.065 -1.775  0.0002
P1 2.074 -2.734 0.727  0.0098
C19 2.792 -3.249 2.344  -0.0007
C20 2.536 -3.773 -0.750  0.0194
P2 -2.968 -2.436 -0.291  0.0000
C21 0.368 -3.294 1.122  0.0559
C22 -3.564 -2.384 -2.020  0.0000
C23 -4.179 -2.026 0.973  0.0000
H28 2.363 -2.575 3.093  0.0000
H29 3.871 -3.089 2.357  0.0000
H30 2.585 -4.270 2.665  -0.0002
H31 1.737 -4.453 -1.066  0.0060
H32 3.453 -4.345 -0.577  -0.0001
H33 2.746 -3.096 -1.583  0.0029
H34 -4.457 -2.820 1.670  0.0000
H35 -5.063 -1.677 0.446  0.0000
H36 -3.703 -1.245 1.567  0.0000
H37 -0.135 -2.549 1.786  0.0045
H38 -0.338 -3.744 -0.004  0.0027
H39 -3.993 -1.384 -2.119  0.0000
H40 -4.303 -3.167 -2.247  0.0000
H41 -2.726 -2.495 -2.729  0.0000
B1 -0.855 1.186 3.765  0.0006
C24 -0.888 0.128 2.709  0.0028
N1 -0.933 -0.670 1.841  0.0016
H42 -0.191 2.093 3.319  0.0000
H43 -0.368 0.761 4.777  0.0004
H44 -2.003 1.550 3.905  0.0002

For the frontier orbital gap (alpha / beta), the calculation gives 0.2112 / 0.2192 Eh. The highest occupied orbital energy (alpha / beta) is -0.3756 / -0.3835 hartree. For the energy above the lowest of the compared OMol25 structures with the same formula, charge and spin, the calculation gives 5.73 kcal per mole. Its spin multiplicity is 2. Its net charge is +1. The value obtained for the total energy is -2552.18113 Ha. For the LUMO energy (alpha / beta), the calculation gives -4.473 / -4.471 eV.

[2]
DFT (wB97M-V/def2-TZVPD) results for a cluster of 2 separate species, C2H10N2 in total in a non-equilibrium geometry.

Last column: Mulliken charge in e.
Element x y z (Å)
N1 -1.446 1.470 -3.041  -0.5716
C1 -1.693 1.763 -4.460  -0.6211
H1 -0.495 1.084 -3.047  0.2247
H2 -2.047 0.739 -2.645  0.2222
H3 -0.904 2.359 -4.948  0.2668
H4 -2.641 2.326 -4.510  0.2355
H5 -1.815 0.818 -5.015  0.2435
N2 2.256 -1.321 4.546  -0.5717
C2 1.268 -1.848 3.583  -0.6161
H6 2.757 -0.496 4.196  0.2227
H7 1.731 -1.007 5.369  0.2205
H8 0.748 -2.755 3.934  0.2444
H9 1.763 -2.074 2.624  0.2553
H10 0.519 -1.056 3.414  0.2449

For the frontier orbital gap, the calculation gives 0.3811 Eh. The highest occupied orbital energy is -0.3385 hartree. For the energy above the lowest of the compared OMol25 structures with the same formula, charge and spin, the calculation gives 17.55 kcal per mole. The value obtained for the total energy is -191.66943 Ha. For the LUMO energy, the calculation gives 1.157 eV.

[3]
DFT (wB97M-V/def2-TZVPD) results for a cluster of 2 separate species, C29H28N2O5S2 in total in a non-equilibrium geometry.

Last column: Mulliken charge in e.
Element x y z (Å)
C1 0.573 3.149 -2.504  -1.9122
C2 1.150 2.679 -1.238  0.0115
N1 2.347 3.126 -0.774  0.3367
C3 3.249 3.999 -1.502  -0.9968
C4 2.544 2.725 0.550  -0.2825
C5 1.386 2.032 0.964  1.1750
C6 1.200 1.796 2.321  0.0918
C7 2.187 2.198 3.229  -1.0391
C8 3.386 2.777 2.777  -0.7065
C9 3.569 3.088 1.421  -1.1248
C10 0.536 1.883 -0.217  2.0642
C11 -0.577 1.026 -0.315  -0.8853
C12 -1.418 0.702 0.810  -0.0735
C13 -2.594 1.270 1.386  0.2153
C14 -3.314 2.497 1.003  -1.8532
N2 -2.913 0.561 2.509  0.1444
C15 -4.040 0.837 3.377  -1.0281
C16 -2.004 -0.477 2.703  0.1159
C17 -1.057 -0.406 1.661  1.6177
C18 0.138 -1.094 1.749  0.0215
C19 0.326 -1.971 2.817  -1.2009
C20 -0.677 -2.134 3.783  -1.1563
C21 -1.834 -1.334 3.784  -0.9291
H1 -0.443 2.763 -2.560  0.4464
H2 0.546 4.241 -2.578  0.4147
H3 1.117 2.774 -3.372  0.3884
H4 4.161 4.105 -0.918  0.3545
H5 3.510 3.576 -2.476  0.3304
H6 2.805 4.991 -1.653  0.3321
H7 0.294 1.310 2.655  0.4565
H8 2.010 2.038 4.289  0.4501
H9 4.158 3.037 3.503  0.3703
H10 4.446 3.613 1.049  0.2793
H11 -0.877 0.676 -1.311  0.5213
H12 -2.802 2.948 0.155  0.4054
H13 -4.345 2.287 0.704  0.3696
H14 -3.360 3.226 1.818  0.3756
H15 -4.034 0.083 4.156  0.3768
H16 -3.952 1.835 3.820  0.3114
H17 -4.973 0.765 2.816  0.3026
H18 0.861 -0.850 0.976  0.7298
H19 1.253 -2.543 2.892  0.5009
H20 -0.527 -2.893 4.551  0.4064
H21 -2.590 -1.373 4.564  0.2713
C22 1.645 -4.098 0.471  -0.8060
O1 1.230 -2.717 0.336  -0.3600
C23 0.534 -2.193 -0.716  -0.0324
S1 -1.120 -2.838 -1.037  1.2399
O2 -1.115 -4.259 -0.697  -0.7363
O3 -2.174 -1.959 -0.547  -0.6487
C24 -1.021 -2.753 -2.831  0.2175
C25 0.187 -2.318 -3.361  0.1868
C26 0.420 -2.376 -4.740  -0.7358
C27 -0.633 -2.744 -5.580  -0.5341
C28 -1.840 -3.192 -5.045  -0.5625
C29 -2.018 -3.271 -3.664  -0.7530
S2 1.488 -1.930 -2.201  1.2233
O4 1.902 -0.544 -2.345  -0.5841
O5 2.454 -3.016 -2.270  -0.7041
H22 1.983 -4.207 1.506  0.2762
H23 0.792 -4.758 0.273  0.3242
H24 2.467 -4.262 -0.230  0.2686
H25 1.411 -2.143 -5.115  0.4698
H26 -0.483 -2.714 -6.656  0.3857
H27 -2.637 -3.519 -5.702  0.3822
H28 -2.894 -3.729 -3.219  0.4834

For the frontier orbital gap, the calculation gives 0.1726 Eh. The highest occupied orbital energy is -0.2338 hartree. For the energy above the lowest of the compared OMol25 structures with the same formula, charge and spin, the calculation gives 0.20 kcal per mole. The value obtained for the total energy is -2403.76943 Ha. For the LUMO energy, the calculation gives -1.667 eV.

[4]
DFT (wB97M-V/def2-TZVPD) results for a structure of composition C34H49BeN4O5 in a non-equilibrium geometry.

Last column: Löwdin spin population.
Element x y z (Å)
Be1 7.382 -1.697 -20.827  0.5676
C1 9.295 0.526 -17.801  0.0000
C2 8.218 1.174 -18.653  0.0040
O1 7.442 0.225 -19.323  0.0568
H1 9.901 -0.129 -18.426  0.0000
H2 8.858 -0.054 -16.988  0.0000
H3 10.040 1.144 -17.299  0.0001
H4 8.695 1.880 -19.333  0.0000
H5 7.599 1.868 -18.084  0.0013
N1 5.988 -3.093 -19.064  0.0843
C3 5.371 -2.372 -18.075  0.0086
C4 4.343 -2.953 -17.269  0.0013
C5 3.867 -4.214 -17.547  0.0016
C6 4.472 -4.978 -18.600  0.0008
C7 5.512 -4.378 -19.301  0.0168
H6 5.651 -1.341 -17.918  0.0008
H7 3.932 -2.391 -16.443  0.0002
H8 3.044 -4.631 -16.986  0.0001
H9 4.044 -5.958 -18.748  0.0003
H10 5.980 -4.841 -20.158  0.0077
N2 2.767 1.649 -14.437  0.0000
C8 3.362 0.742 -15.236  0.0000
C9 4.638 0.931 -15.839  0.0001
C10 5.245 2.151 -15.644  0.0000
C11 4.652 3.142 -14.870  0.0000
C12 3.462 2.836 -14.278  0.0000
H11 2.851 -0.177 -15.480  0.0000
H12 5.075 0.217 -16.522  0.0001
H13 6.172 2.415 -16.132  0.0000
H14 5.134 4.108 -14.850  0.0000
H15 2.881 3.574 -13.744  0.0000
N3 11.508 3.526 -16.956  0.0000
C13 12.691 3.070 -16.440  0.0000
C14 12.824 2.562 -15.126  0.0000
C15 11.706 2.579 -14.300  0.0000
C16 10.493 2.932 -14.845  0.0000
C17 10.426 3.411 -16.165  0.0000
H16 13.539 3.205 -17.095  0.0000
H17 13.768 2.279 -14.684  0.0000
H18 11.783 2.353 -13.246  0.0000
H19 9.662 3.028 -14.162  0.0000
H20 9.505 3.826 -16.546  0.0000
N4 7.348 -0.086 -22.779  0.0907
C18 7.444 -0.374 -24.137  0.0159
C19 7.035 0.465 -25.192  0.0007
C20 6.557 1.744 -24.829  0.0021
C21 6.436 2.052 -23.490  0.0014
C22 6.851 1.138 -22.482  0.0116
H21 7.756 -1.373 -24.403  0.0047
H22 7.223 0.243 -26.232  0.0002
H23 6.370 2.388 -25.677  0.0002
H24 6.001 2.997 -23.201  0.0003
H25 6.784 1.502 -21.467  0.0005
C23 10.533 2.796 -24.031  0.0000
C24 9.536 3.651 -23.269  0.0000
O2 8.996 4.616 -23.796  0.0000
C25 9.452 3.374 -21.783  0.0001
H26 11.447 2.725 -23.441  0.0000
H27 10.857 3.234 -24.975  0.0000
H28 10.093 1.816 -24.219  0.0000
H29 8.813 4.134 -21.333  0.0000
H30 10.452 3.507 -21.371  0.0000
H31 9.080 2.353 -21.699  0.0001
C26 11.186 -2.979 -18.583  0.0001
C27 9.707 -3.206 -18.218  0.0018
O3 8.934 -3.007 -19.138  0.0529
C28 9.250 -3.406 -16.798  0.0004
H32 11.389 -1.919 -18.738  0.0000
H33 11.368 -3.429 -19.559  0.0000
H34 11.830 -3.393 -17.807  0.0000
H35 10.007 -4.083 -16.401  0.0000
H36 8.292 -3.924 -16.761  0.0000
H37 9.274 -2.497 -16.196  0.0001
C29 4.439 1.432 -20.003  0.0017
C30 2.983 1.649 -19.658  0.0002
O4 2.150 1.105 -20.340  0.0001
C31 2.596 2.538 -18.525  0.0001
H38 4.920 1.119 -19.076  0.0004
H39 4.912 2.312 -20.440  0.0001
H40 4.626 0.579 -20.654  0.0031
H41 2.910 3.581 -18.544  0.0000
H42 2.854 2.096 -17.562  0.0000
H43 1.513 2.645 -18.477  0.0000
C32 11.582 0.513 -20.850  0.0005
C33 11.018 -0.781 -21.315  0.0019
O5 9.856 -1.140 -21.094  0.0549
C34 11.804 -1.493 -22.399  0.0001
H44 11.608 1.194 -21.701  0.0001
H45 12.611 0.406 -20.506  0.0000
H46 10.960 0.980 -20.087  0.0000
H47 11.521 -1.055 -23.356  0.0000
H48 11.490 -2.536 -22.450  0.0001
H49 12.858 -1.347 -22.160  0.0000

For the frontier orbital gap (alpha / beta), the calculation gives 0.2333 / 0.2610 Eh. The highest occupied orbital energy (alpha / beta) is -0.2154 / -0.2619 hartree. For the energy above the lowest of the compared OMol25 structures with the same formula, charge and spin, the calculation gives 0.00 kcal per mole. Its spin multiplicity is 2. The value obtained for the total energy is -1934.70556 Ha. For the LUMO energy (alpha / beta), the calculation gives 0.486 / -0.022 eV.